1.
# C20H43F5N5O4

3 unconnected molecules or ions with the total composition C20H43F5N5O4 (ωB97M-V/def2-TZVPD, the OMol25 dataset).

Last column: Löwdin charge in e.
Cartesian coordinates (Å):
N: -4.9473 2.8858 0.7908  0.1737
C: -3.9295 3.3997 1.5203  -0.1647
N: -4.1331 3.8262 2.9410  0.0381
C: -2.8390 3.3387 3.5376  -0.1006
C: -1.7331 3.8459 2.4973  -0.2431
C: -1.3599 5.3890 2.4394  -0.1547
C: -0.4286 5.8514 3.6875  -0.1386
C: -1.3580 6.8517 4.5570  -0.0874
C: -0.8213 7.0676 6.0268  -0.3179
F: -0.6678 5.8380 6.7128  0.0634
F: 0.4089 7.7369 6.0641  0.0799
C: -1.8531 7.9997 6.8615  -0.3709
F: -2.3777 7.3374 7.9664  0.1132
F: -1.2144 9.1374 7.3491  0.1170
F: -2.9382 8.4052 6.0717  0.0879
N: -2.5135 3.6226 1.2155  0.1012
H: -5.6005 3.5318 0.3308  0.1446
H: -5.1666 1.8829 0.7222  0.1409
H: -4.2028 4.8554 2.8585  0.1305
H: -2.6921 3.5264 4.6408  0.1490
H: -2.9036 2.2264 3.2592  0.1392
H: -0.8712 3.0953 2.4928  0.1730
H: -0.7593 5.6524 1.4988  0.1320
H: -2.2770 6.0742 2.4075  0.1157
H: 0.4545 6.4585 3.2914  0.1282
H: -0.0687 4.9606 4.2897  0.1231
H: -2.3772 6.3534 4.6444  0.1243
H: -1.4610 7.7951 3.9428  0.1466
H: -2.5146 4.4857 0.6426  0.1560
C: 0.2407 -1.1928 -2.6615  -0.0975
O: -1.0799 -1.1620 -3.1838  -0.1916
C: -1.7423 -2.4264 -3.1773  -0.1977
C: -2.7810 -2.5107 -2.0573  -0.2044
N: -2.1577 -2.5856 -0.7370  -0.0489
C: -3.0477 -2.2853 0.3870  -0.1878
C: -3.8408 -0.9671 0.3819  -0.2199
O: -3.0587 0.2077 0.5966  -0.2221
C: -2.3023 0.6218 -0.5254  -0.0985
H: 0.7487 -0.2795 -2.9758  0.0958
H: 0.2374 -1.2082 -1.5676  0.0669
H: 0.8042 -2.0488 -3.0384  0.0725
H: -1.0332 -3.2597 -3.1392  0.1216
H: -2.2733 -2.4955 -4.1315  0.1236
H: -3.4037 -3.3982 -2.2089  0.1256
H: -3.4229 -1.6294 -2.1535  0.0934
H: -1.3748 -1.9456 -0.6980  0.0618
H: -2.4205 -2.2892 1.2840  0.1228
H: -3.7532 -3.1161 0.4948  0.1212
H: -4.5334 -1.0115 1.2292  0.1185
H: -4.4711 -0.8523 -0.5061  0.1098
H: -2.8410 0.4951 -1.4670  0.0945
H: -1.3506 0.0923 -0.5437  0.0717
H: -2.0766 1.6835 -0.4070  0.0628
C: 4.9338 -7.2822 -4.6115  -0.1096
O: 4.6584 -7.1733 -3.2243  -0.1929
C: 5.7852 -6.8048 -2.4285  -0.2031
C: 5.7123 -5.3398 -1.9924  -0.2090
N: 5.9295 -4.4235 -3.1102  -0.0528
C: 5.5052 -3.0406 -2.8716  -0.1916
C: 4.0680 -2.7684 -2.3944  -0.2190
O: 3.0585 -2.9805 -3.3751  -0.2049
C: 2.7487 -4.3424 -3.6221  -0.0909
H: 4.1169 -7.8390 -5.0735  0.0917
H: 4.9750 -6.3003 -5.0900  0.0664
H: 5.8675 -7.8194 -4.7962  0.0901
H: 6.7317 -7.0343 -2.9287  0.1219
H: 5.7355 -7.4244 -1.5280  0.1212
H: 6.4718 -5.1540 -1.2260  0.1229
H: 4.7295 -5.1942 -1.5339  0.0942
H: 5.4391 -4.7661 -3.9262  0.0617
H: 5.6434 -2.5104 -3.8190  0.1216
H: 6.2017 -2.5898 -2.1559  0.1159
H: 4.0125 -1.7025 -2.1500  0.1181
H: 3.8198 -3.2949 -1.4670  0.1096
H: 2.7520 -4.9427 -2.7095  0.0915
H: 3.4358 -4.7504 -4.3631  0.0678
H: 1.7479 -4.3899 -4.0575  0.0857

## Properties
- M: 512.59 g/mol
- Total charge: +1

---

2.
# C20H43InO2P3

A molecular structure, C20H43InO2P3 (ωB97M-V/def2-TZVPD, the OMol25 dataset).

Last column: Löwdin charge in e.
Cartesian coordinates (Å):
In: -0.1359 -1.0359 1.3044  0.7129
P: 0.2952 -2.8105 -0.4174  0.7423
P: 2.4470 -0.1851 1.6715  0.7923
P: -2.2479 0.2288 0.3443  0.7683
H: 1.7208 3.5168 0.4540  0.0555
C: 0.6574 3.6665 0.6691  -0.0721
C: 0.2384 3.9118 1.9216  -0.0692
H: 0.9592 3.9625 2.7433  0.0586
C: 1.0082 -2.0441 -1.8975  -0.2007
C: 1.5232 -3.9676 0.2545  -0.2205
C: -1.2591 -3.6632 -0.7904  -0.2147
C: 2.8106 1.3197 2.6337  -0.2073
C: 3.0803 -1.4739 2.8166  -0.2216
C: 3.6494 -0.2063 0.2971  -0.2237
C: -2.7360 1.9306 0.7811  -0.2122
C: -3.7768 -0.7495 0.6522  -0.2181
C: -2.2256 0.3209 -1.4839  -0.2541
H: -0.0275 3.6086 -0.1829  0.0535
H: -0.8120 4.1136 2.1490  0.0582
H: 1.3002 -2.7931 -2.6490  0.0984
H: 1.8982 -1.4542 -1.6358  0.0462
H: 0.3073 -1.3362 -2.3589  0.0282
H: 1.5083 -4.9352 -0.2648  0.0852
H: 1.3100 -4.1485 1.3177  0.0618
H: 2.5423 -3.5580 0.2035  0.0606
H: -1.1040 -4.6517 -1.2420  0.0846
H: -1.9050 -3.0713 -1.4539  0.0625
H: -1.8197 -3.8072 0.1438  0.0601
H: 3.8921 1.5193 2.6142  0.0877
H: 2.5146 1.1571 3.6777  0.0493
H: 2.2703 2.1959 2.2477  0.0104
H: 4.1599 -1.3315 2.9665  0.0861
H: 2.8957 -2.4731 2.4106  0.0394
H: 2.5559 -1.3785 3.7798  0.0305
H: 4.6621 -0.0832 0.6985  0.0809
H: 3.4329 0.6153 -0.3968  0.0678
H: 3.5932 -1.1551 -0.2533  0.0388
H: -3.4869 2.2985 0.0644  0.0882
H: -1.8725 2.6131 0.7773  0.0153
H: -3.1841 1.9356 1.7839  0.0660
H: -4.6039 -0.3774 0.0272  0.0868
H: -4.0474 -0.6457 1.7132  0.0635
H: -3.6031 -1.8131 0.4319  0.0461
H: -3.1759 0.7481 -1.8381  0.0854
H: -2.0878 -0.6652 -1.9469  0.0370
H: -1.3985 0.9675 -1.8024  0.0583
C: -0.8710 0.3044 -4.9831  -0.3020
C: -0.1793 0.1964 -6.2171  -0.0100
C: -0.1438 1.3189 -7.0577  -0.0604
C: -0.7834 2.5119 -6.7066  -0.0679
C: -1.5094 2.5775 -5.5109  -0.0650
C: -1.6077 1.4558 -4.6846  -0.0407
O: -0.8568 -0.6598 -3.9990  -0.0438
H: -0.2101 -1.3725 -4.1773  0.0974
H: 0.3146 -0.7372 -6.4969  0.1160
H: 0.3923 1.2631 -8.0053  0.1188
H: -0.7192 3.3840 -7.3495  0.1142
H: -2.0056 3.4982 -5.2126  0.1116
H: -2.2133 1.4717 -3.7775  0.0796
C: -1.1047 0.7181 4.7392  0.0237
C: -0.1050 -0.3682 4.6062  -0.3996
C: 0.8190 -0.5573 5.7592  0.0217
O: -0.0069 -1.0881 3.5743  -0.1300
H: -1.3158 0.8833 5.8095  0.1189
H: -2.0470 0.4773 4.2256  0.1025
H: -0.6951 1.6521 4.3262  0.1130
H: 1.3417 -1.5234 5.7270  0.1090
H: 1.5403 0.2723 5.7819  0.1204
H: 0.2427 -0.4943 6.6920  0.1202

## Properties
- M: 523.30 g/mol
- Energy relative to the best compared isomer or geometry (same formula, charge and spin): 0.2494 eV
- Total charge: +3

---

3.
# C20H43N2P3STb

A molecular structure, C20H43N2P3STb (ωB97M-V/def2-TZVPD, the OMol25 dataset).

Last column: Löwdin charge in e.
Cartesian coordinates (Å):
Tb: -0.2836 0.1031 -0.9696  0.7920
P: -0.6887 -2.0300 0.7659  0.6948
P: 2.0211 0.0979 -2.3005  0.6859
P: -1.7269 -1.5603 -2.8077  0.6891
H: -1.4866 3.5124 2.7664  0.0572
C: -2.4353 3.0714 2.4304  -0.0628
C: -2.7772 1.8035 2.6811  -0.0887
H: -2.2234 1.1576 3.3706  0.0377
C: -0.3982 -1.8932 2.5562  -0.2469
C: 0.6510 -3.1797 0.2421  -0.2445
C: -2.1938 -3.0575 0.6776  -0.2404
C: 2.2280 1.6117 -3.3042  -0.2287
C: 3.4115 0.1396 -1.1136  -0.2572
C: 2.2246 -1.4275 -3.2826  -0.2374
C: -3.5488 -1.7187 -2.7181  -0.2352
C: -1.0926 -3.2636 -3.0660  -0.2468
C: -1.7314 -0.6970 -4.4245  -0.2441
H: -3.0379 3.6641 1.7387  0.0529
H: -3.5601 1.3086 2.0853  0.0474
H: -0.9781 -1.0492 2.9636  0.0409
H: 0.6681 -1.7139 2.7700  0.0408
H: -0.7184 -2.8276 3.0484  0.0754
H: 1.6346 -2.7405 0.4820  0.0448
H: 0.6093 -3.3477 -0.8466  0.0180
H: 0.5429 -4.1432 0.7662  0.0819
H: -3.0639 -2.4078 0.8590  0.0629
H: -2.1534 -3.8398 1.4502  0.0741
H: -2.3033 -3.5127 -0.3164  0.0275
H: 3.1183 1.5633 -3.9417  0.0755
H: 2.3148 2.4829 -2.6372  0.0653
H: 1.3402 1.7738 -3.9335  0.0487
H: 4.3833 0.0309 -1.6106  0.0789
H: 3.3058 -0.6717 -0.3785  0.0367
H: 3.4103 1.0829 -0.5494  0.0454
H: 3.2272 -1.4826 -3.7219  0.0761
H: 1.4711 -1.4924 -4.0807  0.0433
H: 2.0819 -2.3060 -2.6335  0.0420
H: -3.9572 -1.8897 -3.7214  0.0692
H: -3.9584 -0.7823 -2.3310  0.0335
H: -3.8513 -2.5394 -2.0650  0.0532
H: -1.5477 -3.7344 -3.9479  0.0759
H: -1.3114 -3.8918 -2.1906  0.0372
H: -0.0009 -3.2517 -3.1990  0.0257
H: -2.4116 -1.2299 -5.0939  0.0684
H: -0.7303 -0.6506 -4.8484  0.0396
H: -2.0947 0.3282 -4.2966  0.0291
C: -3.3169 2.5308 -2.2105  -0.5805
C: -3.0924 3.0727 -3.4982  -0.0717
C: -4.0963 3.8160 -4.1289  -0.0208
C: -5.3332 3.9784 -3.4914  -0.0043
C: -5.5800 3.4375 -2.2262  -0.0200
C: -4.5644 2.7380 -1.5810  -0.0800
S: -2.2441 1.4614 -1.4269  0.7740
H: -0.8792 1.9828 -1.1878  -0.0775
H: -2.1209 2.8948 -3.9562  0.1100
H: -3.9047 4.2061 -5.1361  0.1346
H: -6.1000 4.5317 -4.0166  0.1302
H: -6.5586 3.5516 -1.7627  0.1332
H: -4.7287 2.3231 -0.5863  0.1119
C: 3.5336 0.1921 2.5870  0.0048
N: 2.3661 1.0939 2.6950  -0.1437
C: 1.8727 1.1986 4.0843  0.0134
C: 1.5713 1.2485 1.6780  -0.1904
N: 0.8739 1.1840 0.7187  0.0232
H: 4.0117 0.2093 3.5630  0.1013
H: 4.2558 0.4858 1.8223  0.1004
H: 3.2176 -0.8491 2.4208  0.0985
H: 1.3577 2.1491 4.2713  0.1131
H: 1.2255 0.3346 4.3193  0.1007
H: 2.7651 1.1198 4.7167  0.1052

## Properties
- 2S+1: 7
- M: 595.49 g/mol
- <S²>: 12.67
- Total charge: +3

---

4.
# C20H43NO28S7

A molecular structure, C20H43NO28S7 (ωB97M-V/def2-TZVPD, the OMol25 dataset).

Last column: Löwdin charge in e.
Cartesian coordinates (Å):
C: 7.4710 2.3234 -9.3837  -0.0850
C: 8.9974 2.4382 -9.3093  -0.2504
N: 9.5024 1.1008 -9.5091  -0.1833
C: 9.1901 0.1039 -8.4453  -0.2155
C: 9.5205 0.5914 -6.9911  -0.0668
C: 9.2788 0.5891 -10.8960  -0.2396
C: 10.2043 -0.5490 -11.1876  -0.0894
H: 7.0914 1.8403 -8.4833  0.0608
H: 7.0957 1.7082 -10.2014  0.0456
H: 6.9670 3.2874 -9.4524  0.0697
H: 9.2996 3.2316 -9.9929  0.1083
H: 9.4705 2.8624 -8.4236  0.1026
H: 8.1958 -0.3319 -8.5434  0.0957
H: 9.8546 -0.7552 -8.5364  0.0952
H: 8.9536 1.4651 -6.6696  0.0634
H: 9.3768 -0.2208 -6.2786  0.0366
H: 10.5683 0.8497 -6.8380  0.0786
H: 9.4068 1.3025 -11.7102  0.1282
H: 8.2524 0.2257 -10.8438  0.0861
H: 9.9240 -0.9872 -12.1455  0.0768
H: 10.2211 -1.3478 -10.4462  0.0425
H: 11.2068 -0.1249 -11.2442  0.0832
C: 3.7298 -7.8591 -8.4094  -0.2014
C: 4.7083 -6.6463 -8.6680  -0.1334
O: 4.1997 -5.9870 -9.8656  -0.2091
S: 2.8946 -6.8220 -10.4507  0.6801
O: 3.4188 -7.8637 -11.3345  -0.2577
O: 1.8454 -5.9590 -10.8449  -0.1981
O: 2.5605 -7.4085 -8.9911  -0.1956
H: 3.5427 -8.0921 -7.3611  0.1389
H: 4.1162 -8.7212 -8.9530  0.1122
H: 5.6403 -7.1784 -8.8588  0.1182
H: 4.7025 -6.0115 -7.7820  0.1252
C: 9.4486 -4.0818 -9.8597  -0.1862
C: 8.1225 -3.4787 -10.3457  -0.1745
O: 7.6255 -2.7783 -9.2302  -0.2143
S: 7.9494 -3.5545 -7.8155  0.7937
O: 7.1995 -4.8146 -7.6958  -0.2554
O: 8.0759 -2.6433 -6.6280  -0.2498
O: 9.4521 -3.9115 -8.4665  -0.2348
H: 10.3354 -3.5343 -10.1792  0.1218
H: 9.6198 -5.1177 -10.1524  0.1027
H: 7.5926 -4.4028 -10.5765  0.1107
H: 8.1581 -2.9550 -11.3010  0.1291
C: 7.2401 -9.7901 -12.7963  -0.1718
C: 7.6890 -10.1485 -11.3911  -0.1626
O: 8.7619 -9.2808 -10.9735  -0.2116
S: 8.9882 -8.0674 -12.0319  0.7624
O: 10.4258 -7.9169 -12.3902  -0.2558
O: 8.2395 -6.8472 -11.6062  -0.2711
O: 8.2249 -8.9101 -13.2364  -0.1967
H: 6.3273 -9.2248 -12.6083  0.1312
H: 7.1752 -10.6366 -13.4800  0.1461
H: 8.0596 -11.1562 -11.2033  0.1288
H: 6.9182 -10.0855 -10.6230  0.1232
C: 2.6397 -0.4281 -9.1848  -0.1742
C: 3.8450 0.2867 -9.7082  -0.1555
O: 4.4678 -0.5975 -10.6603  -0.2477
S: 3.8705 -2.0968 -10.6522  0.7284
O: 4.9350 -3.1003 -10.3858  -0.2430
O: 2.9216 -2.2993 -11.7317  -0.2303
O: 3.0804 -1.7883 -9.2107  -0.1978
H: 1.7066 -0.3726 -9.7454  0.1335
H: 2.5275 0.0037 -8.1903  0.1375
H: 4.5837 0.4758 -8.9294  0.1292
H: 3.7617 1.2536 -10.2045  0.1395
C: 4.0201 0.2203 -14.9627  -0.1648
C: 5.3109 0.6905 -15.6857  -0.1502
O: 6.3938 0.2407 -14.8858  -0.2106
S: 5.9403 -0.1725 -13.3511  0.7520
O: 5.8731 1.0376 -12.5214  -0.2583
O: 6.6935 -1.3712 -12.8807  -0.2496
O: 4.4375 -0.5853 -13.8882  -0.2224
H: 3.3890 -0.5174 -15.4583  0.1364
H: 3.3563 1.0062 -14.6024  0.1287
H: 5.3738 1.7745 -15.7809  0.1288
H: 5.4351 0.2073 -16.6549  0.1308
C: 9.5110 -2.1573 -3.6667  -0.1930
C: 8.9851 -0.7314 -3.4447  -0.1585
O: 8.6930 -0.6484 -2.0256  -0.2007
S: 9.4144 -1.8658 -1.1827  0.7174
O: 8.3746 -2.8123 -0.8328  -0.2510
O: 10.3350 -1.3950 -0.1328  -0.2510
O: 10.2330 -2.4415 -2.4796  -0.1986
H: 10.1186 -2.3882 -4.5416  0.1172
H: 8.6626 -2.8372 -3.7435  0.1248
H: 8.1924 -0.5575 -4.1723  0.1231
H: 9.7485 0.0145 -3.6658  0.1238
C: 11.0519 -7.0836 -7.8033  -0.1696
C: 9.7944 -7.2299 -6.9796  -0.1841
O: 9.9487 -6.5570 -5.7377  -0.1964
S: 11.3719 -5.6322 -5.6889  0.7720
O: 12.2020 -5.8919 -4.5027  -0.2403
O: 11.1214 -4.2502 -6.0910  -0.2562
O: 12.0131 -6.4139 -7.0046  -0.1987
H: 10.9030 -6.4120 -8.6488  0.1148
H: 11.3968 -8.0706 -8.1116  0.1355
H: 9.6007 -8.2652 -6.6989  0.1310
H: 8.9324 -6.7997 -7.4895  0.1105

## Properties
- M: 970.01 g/mol
- Total charge: 0

---

Number 1: energy -1861.45001 a.u.. Number 2: energy -2151.56143 a.u.. Number 3: energy -3143.08749 a.u.. Number 4: energy -5736.30468 a.u..